Here is a structure of composition C26H18F2N3O3V from OMol25. Energies are from wB97M-V/def2-TZVPD.

CARTESIAN COORDINATES (ANGSTROEM)
C -0.89589 -0.64423 -0.20827
C -3.49818 1.14905 1.84322
O 0.16042 1.59854 -1.28944
C 2.28895 1.07999 -4.15953
H 2.00298 1.82615 -6.14819
C -0.59859 -1.78792 -0.92233
N 2.66052 -0.71203 0.21399
H -2.34017 1.53853 -2.36140
H -4.38642 0.54083 1.81951
C -1.22942 2.66247 1.91787
H 3.21626 0.57076 -4.38872
C -3.07361 -1.52657 0.28373
C -2.14536 -0.49797 0.42298
H -0.12677 2.96332 -5.60677
H 4.31634 -2.17338 1.45145
N -1.22260 1.50015 1.25511
C 2.43515 -1.72048 2.36960
H 3.26554 -4.53415 4.86813
C -2.35235 3.13691 2.55967
C 0.56100 1.68886 -2.56989
C 2.05553 -0.73167 1.36727
C 1.77593 1.02722 -2.87092
F -1.26733 -3.89110 -1.70509
C -3.50364 2.36078 2.51544
C 1.61094 1.78321 -5.14180
C 3.93720 -3.42043 3.16084
H 3.39452 -0.21287 -2.07669
H 0.61879 -1.47056 3.48356
C 1.54756 -2.02095 3.40293
F -4.27926 -1.43046 0.86263
C -2.33427 0.73323 1.20333
C 2.45760 0.28128 -1.83458
H 0.36242 -1.94022 -1.39695
V 0.33456 0.89949 0.14919
C 3.63642 -2.42302 2.25375
H -4.40706 2.70034 3.00399
H -0.29736 3.21708 1.93510
O 1.02840 0.08769 1.53633
C 0.41881 2.41635 -4.84994
H -3.54022 -3.45791 -0.52471
H -2.32872 4.08322 3.07958
C 3.03993 -3.73408 4.17557
C -2.80201 -2.67350 -0.43405
C 1.84980 -3.03148 4.29856
C -1.55775 -2.78637 -1.02099
H 4.87107 -3.95971 3.07833
N 1.98758 0.12201 -0.63959
C -0.13699 2.36860 -3.56949
H 1.15566 -3.27133 5.09270
O -1.31422 3.01645 -3.41078
C -2.23172 2.62566 -2.39362
H -3.18116 3.07593 -2.66909
H -1.93886 2.99832 -1.41153

The value obtained for the energy above the lowest of the compared OMol25 structures with the same formula, charge and spin is 12.5 kcal per mole. Its multiplicity is 2. As for the expectation value of S²: 0.762. For the max |F|, the calculation gives 5.43 eV Å⁻¹. The calculation puts the electronic energy at -2535.111239 a.u. The value obtained for the HOMO energy (alpha / beta) is -11.30 / -11.35 eV. The molar mass comes out at 509.4 g mol⁻¹. For the HOMO-LUMO gap (alpha / beta), the calculation gives 7.1 / 7.2 eV. As for the charge: +1.

Löwdin atomic charge list, values in e, 8 entries:
1 C -0.10
2 C 0.04
3 O -0.17
4 C -0.01
5 H 0.12
6 C 0.01
7 N 0.12
8 H 0.10